The following is a DFT calculation (ωB97M-V/def2-TZVPD) of the molecule C10H11F3N2.

The geometry in XYZ format:
```
26
Properties=species:S:1:pos:R:3:forces:R:3:mulliken_charge:R:1
C -2.873 -1.948 0.535 3.984 1.217 0.005 -1.52
C -1.574 -1.130 0.309 -0.584 1.125 -0.175 0.57
C -0.719 -0.804 1.319 0.944 -2.278 2.686 -0.63
C 0.544 -0.239 1.164 -2.451 0.122 -3.096 -0.58
C 0.768 0.216 -0.114 3.024 3.755 -0.436 0.54
C 2.290 1.277 -0.306 -2.556 -2.115 -0.359 0.69
C 3.687 0.736 0.089 -2.353 0.587 -0.601 -0.72
C 3.741 -0.730 -0.141 0.680 -0.228 0.508 0.85
F 4.926 -1.071 0.299 2.407 -1.194 1.141 -0.30
F 3.767 -1.135 -1.422 -1.096 0.405 -0.369 -0.29
F 2.861 -1.450 0.543 -0.431 -0.447 -0.144 -0.24
N 2.077 2.673 -0.214 2.754 0.199 -0.241 -0.57
N 2.160 1.999 -1.525 -2.319 0.131 0.197 -0.53
C -0.228 0.282 -1.143 3.439 0.316 0.935 -0.91
C -1.319 -0.480 -0.907 -1.656 -1.080 -0.294 -0.25
H -2.665 -2.887 0.087 -0.807 -0.940 -0.430 0.35
H -2.963 -1.970 1.574 -0.312 -0.763 1.762 0.40
H -3.618 -1.323 0.213 -2.306 0.708 -1.456 0.46
H -0.841 -1.295 2.306 -0.457 0.446 -0.446 0.19
H 1.237 -0.226 1.923 1.384 0.178 1.564 0.55
H 4.008 1.036 1.092 -0.312 -0.465 -0.113 0.29
H 4.438 1.061 -0.604 0.290 0.861 -0.366 0.34
H 1.207 3.086 0.005 -1.539 -0.410 -0.124 0.28
H 2.959 2.281 -2.039 1.318 0.211 0.139 0.22
H 0.095 0.853 -2.037 -0.782 -0.622 0.479 0.41
H -2.074 -0.663 -1.642 -0.260 0.280 -0.765 0.40
```
Forces are in eV/Å.

Output
* structure (SMILES): Cc1ccc(C2(CC(F)(F)F)NN2)cc1
* orbital gap: 9.9 eV
* energy relative to the best compared isomer or geometry (same formula, charge and spin): 36.7 kcal/mol
* total energy: -796.63669 hartree
* HOMO energy: -9.0 eV
* molecular weight: 216.21 g/mol

---

The following is a DFT calculation (ωB97M-V/def2-TZVPD) of a cluster of 2 separate species, C3H8S2 in total.

The geometry in XYZ format:
```
13
Properties=species:S:1:pos:R:3:forces:R:3:mulliken_charge:R:1
C 1.404 0.990 -0.026 0.365 -0.728 -2.015 -0.43
C 2.266 0.033 0.429 -0.437 -0.180 1.858 -0.46
H 0.665 1.444 0.645 1.372 1.327 0.024 0.23
H 1.321 1.241 -1.155 -0.889 -1.323 1.802 0.24
H 2.818 0.310 1.400 -1.693 -1.138 -0.710 0.21
H 2.206 -1.090 0.191 1.400 2.067 -0.952 0.22
C -1.203 -0.985 -0.971 -0.534 -0.198 -1.262 -0.87
S -1.895 0.671 -0.547 0.347 -0.943 1.126 -0.09
S -2.456 0.258 1.456 -1.889 -2.558 -2.311 -0.15
H -2.002 -1.494 -1.515 -0.071 -0.176 0.309 0.35
H -0.428 -0.898 -1.730 0.242 0.500 0.150 0.31
H -0.823 -1.664 -0.210 -0.161 0.642 0.503 0.32
H -1.873 1.184 2.033 1.948 2.706 1.479 0.11
```
Forces are in eV/Å.

Output
* structure (SMILES): C=C.CSS
* orbital gap: 8.9 eV
* energy relative to the best compared isomer or geometry (same formula, charge and spin): 83.8 kcal/mol
* total energy: -915.34349 hartree
* HOMO energy: -8.5 eV
* molecular weight: 108.23 g/mol

---

The following is a DFT calculation (ωB97M-V/def2-TZVPD) of a cluster of 3 separate species, C2H8N2O4 in total.

The geometry in XYZ format:
```
16
Properties=species:S:1:pos:R:3:forces:R:3:mulliken_charge:R:1
N -1.586 0.056 -0.657 3.777 -1.594 1.796 -0.30
C -0.342 0.008 -0.041 -1.688 -0.022 -0.474 0.68
O 0.239 1.012 0.367 0.162 -0.139 -0.093 -0.86
N 0.260 -1.233 0.222 -1.440 -0.867 -1.328 -0.05
C -0.022 -2.414 -0.433 -0.354 -0.348 -0.789 0.10
O -0.862 -2.486 -1.314 0.483 -0.370 0.729 -0.57
H -1.964 -0.743 -1.077 -0.412 -1.153 -0.557 0.20
H -1.998 0.919 -0.713 -1.030 2.563 -0.296 0.21
H 1.085 -1.195 0.765 1.074 0.200 0.889 0.25
H 0.601 -3.333 -0.143 -0.590 1.358 -0.054 0.32
O -1.142 3.099 -0.562 0.289 -1.109 -1.402 -0.68
H -1.472 3.773 0.017 0.485 0.039 0.824 0.29
H -0.409 2.491 -0.260 -1.040 1.214 0.593 0.41
O 2.409 -0.160 1.579 2.854 -1.771 0.458 -0.71
H 3.312 -0.245 1.154 -1.751 0.393 0.702 0.33
H 1.892 0.453 1.095 -0.818 1.605 -0.998 0.39
```
Forces are in eV/Å.

Output
* structure (SMILES): NC(=O)NC=O.O.O
* orbital gap: 11.3 eV
* energy relative to the best compared isomer or geometry (same formula, charge and spin): 14.4 kcal/mol
* total energy: -491.52637 hartree
* HOMO energy: -10.7 eV
* molecular weight: 124.10 g/mol

---

Copy entry 3 word for word.
The following is a DFT calculation (ωB97M-V/def2-TZVPD) of a cluster of 3 separate species, C2H8N2O4 in total.

The geometry in XYZ format:
```
16
Properties=species:S:1:pos:R:3:forces:R:3:mulliken_charge:R:1
N -1.586 0.056 -0.657 3.777 -1.594 1.796 -0.30
C -0.342 0.008 -0.041 -1.688 -0.022 -0.474 0.68
O 0.239 1.012 0.367 0.162 -0.139 -0.093 -0.86
N 0.260 -1.233 0.222 -1.440 -0.867 -1.328 -0.05
C -0.022 -2.414 -0.433 -0.354 -0.348 -0.789 0.10
O -0.862 -2.486 -1.314 0.483 -0.370 0.729 -0.57
H -1.964 -0.743 -1.077 -0.412 -1.153 -0.557 0.20
H -1.998 0.919 -0.713 -1.030 2.563 -0.296 0.21
H 1.085 -1.195 0.765 1.074 0.200 0.889 0.25
H 0.601 -3.333 -0.143 -0.590 1.358 -0.054 0.32
O -1.142 3.099 -0.562 0.289 -1.109 -1.402 -0.68
H -1.472 3.773 0.017 0.485 0.039 0.824 0.29
H -0.409 2.491 -0.260 -1.040 1.214 0.593 0.41
O 2.409 -0.160 1.579 2.854 -1.771 0.458 -0.71
H 3.312 -0.245 1.154 -1.751 0.393 0.702 0.33
H 1.892 0.453 1.095 -0.818 1.605 -0.998 0.39
```
Forces are in eV/Å.

Output
* structure (SMILES): NC(=O)NC=O.O.O
* orbital gap: 11.3 eV
* energy relative to the best compared isomer or geometry (same formula, charge and spin): 14.4 kcal/mol
* total energy: -491.52637 hartree
* HOMO energy: -10.7 eV
* molecular weight: 124.10 g/mol